Entry from the OMol25 dataset: a structure of composition C2H2F2LuO4S at a distorted geometry (wB97M-V/def2-TZVPD).

Structure (XYZ):
```
12
Properties=species:S:1:pos:R:3:forces:R:3:lowdin_charge:R:1
O -2.66102 0.56508 -1.07806 0.19 1.24 0.31 -0.01
S -1.46145 -0.07260 -0.79219 -3.07 -2.05 -2.86 0.80
O -1.41256 -1.44473 -0.49434 1.03 -0.04 0.50 -0.09
O -0.74918 0.51144 0.93383 2.01 0.10 0.09 -0.35
C 0.65866 0.12357 0.74681 0.78 1.19 -2.74 -0.30
F 0.87250 -1.13852 1.29311 -0.80 0.24 0.84 0.05
C 1.00917 0.15461 -0.83742 -0.55 -0.14 -0.28 -0.19
F 1.36341 -1.03523 -1.23054 0.37 0.14 0.31 0.23
O -0.24117 0.51342 -1.50094 0.65 0.39 0.89 -0.01
H 1.36697 0.83444 1.21515 -0.12 0.03 0.39 0.20
H 1.70669 0.97100 -1.04267 0.11 -0.19 -0.24 0.22
Lu -0.45200 0.01753 2.78726 -0.59 -0.91 2.80 2.47
```
Forces are in eV/Å.

HOMO-LUMO gap (eV): 8.19
Total charge: +3
HOMO (eV): -25.11
Energy (Eh): -2210.351588
E_LUMO (eV): -16.9